(1)
# C11H16NO5S5W

A molecular structure, C11H16NO5S5W in a non-equilibrium geometry (wB97M-V/def2-TZVPD, OMol25).

Properties
LUMO level (alpha / beta) in eV: -3.89 / -4.36
Expectation value of S²: 2.020
Spin multiplicity: 3
Total energy in eV: -79385.9479
Charge: +1
HOMO level (alpha / beta) in eV: -10.14 / -11.52

Cartesian coordinates (Å):
W: -0.4166 0.3026 -0.4019
S: -1.0846 1.5656 1.5809
S: 1.9285 -0.0955 1.1025
S: -2.5481 -0.3682 -1.8253
S: 0.3929 2.5141 -1.7883
S: -0.9873 -1.3011 1.4568
O: 0.8042 2.2394 -3.1369
O: -0.0833 -1.7057 -0.9578
O: 1.2009 1.4542 -0.8200
O: -1.0506 2.0047 -1.4570
O: 0.6007 3.8355 -1.2756
N: -0.0653 -1.2113 -2.2960
C: -2.3448 0.7801 2.6231
C: -1.3119 -0.6529 -4.3540
C: 0.9769 -1.4752 -4.4615
C: 0.4587 1.8940 2.7566
C: -1.8324 -0.5729 2.8416
C: 1.7300 1.5857 1.9482
C: 1.5773 -1.2187 2.5280
C: -0.1878 -1.0352 -5.0924
C: -1.2820 -0.8253 -2.9161
C: 0.4821 -2.2915 2.0752
C: 1.0473 -1.4280 -3.0553
H: 2.4084 -1.8790 2.7607
H: 2.5056 1.4991 2.7236
H: -1.2375 -0.8131 3.7284
H: -2.0938 -0.0052 -4.7700
H: 0.8944 -2.8191 1.1316
H: 2.0115 2.4857 1.3053
H: -3.3554 0.9104 2.1856
H: -0.1380 -0.9629 -6.1491
H: 1.2647 -0.7398 3.4384
H: 0.4059 -2.9052 3.0145
H: -2.3331 1.4257 3.5193
H: 1.9382 -1.4173 -5.0019
H: 0.3686 1.3010 3.7045
H: 0.2169 2.9539 2.9384
H: 1.9145 -1.7960 -2.4810
H: -2.7758 -1.2327 2.8767

Atomic partial charges in e from the natural (NBO) method, atoms 1 to 8: 1.19 0.34 0.42 0.04 2.52 0.41 -0.91 -0.58

(2)
# C11H16OSi

A single C11H16OSi molecule in a non-equilibrium geometry (wB97M-V/def2-TZVPD, OMol25).

Properties
LUMO level in eV: 0.75
Spin multiplicity: 1
Total energy in eV: -21588.7294
Charge: 0
SMILES: C[Si](C)(C)[C@H]1c2ccccc2[C@@H]1O
HOMO level in eV: -8.14

Cartesian coordinates (Å):
Si: -1.9548 0.1050 -0.0737
O: 0.6933 -2.8622 -0.7035
C: -2.8217 -1.5401 0.1200
C: 1.8670 -0.6620 0.1585
C: 2.9683 1.7904 -0.0084
C: 0.6675 -1.5885 -0.1457
C: 3.6063 0.7913 0.6662
C: -1.5269 0.9152 1.5543
C: -2.6369 1.1920 -1.4593
C: 1.7963 1.6468 -0.6066
C: 3.1265 -0.5570 0.7874
C: 0.0263 -0.4587 -0.9227
C: 1.2445 0.3443 -0.5278
H: -0.4575 0.8900 1.7201
H: 0.3447 -1.6696 0.9701
H: 3.5059 2.7237 0.0393
H: -0.0617 -0.6737 -1.8923
H: -1.7832 1.9599 1.7752
H: 3.4572 -1.4393 1.2860
H: -3.5195 -1.2818 0.9080
H: -3.6843 0.8950 -1.4783
H: -2.5754 2.1900 -1.3234
H: 1.6047 2.4211 -1.3764
H: 4.5379 1.0159 1.0335
H: -3.4888 -1.6866 -0.6558
H: -2.0126 1.0811 -2.2979
H: -1.9844 0.2936 2.3649
H: 1.2233 -3.5510 -0.2745
H: -2.1621 -2.2848 0.3627

Atomic partial charges in e from the natural (NBO) method, atoms 1 to 8: 1.58 -0.73 -1.10 -0.07 -0.23 0.11 -0.20 -1.15

(3)
# C11H17AsBrN4NiOS5

A molecular structure, C11H17AsBrN4NiOS5 (wB97M-V/def2-TZVPD, OMol25).

Properties
LUMO level (alpha / beta) in eV: 1.71 / 1.72
Spin multiplicity: 1
Total energy in eV: -245792.6841
Charge: -1
HOMO level (alpha / beta) in eV: -3.62 / -3.57

Cartesian coordinates (Å):
Br: 3.8476 -3.1080 2.4261
As: -3.5591 2.1368 -1.3098
Ni: 0.4091 -0.4232 -0.9637
S: -0.5815 -0.3227 -2.9328
S: -2.4379 3.8227 -2.0015
S: -3.8376 2.3356 0.7902
S: 3.4685 -1.2356 -1.6759
S: -1.7517 -0.1429 -1.2802
O: 3.4042 -2.7027 -1.7790
N: 0.8315 4.0900 0.5038
N: 0.7522 1.6495 -0.0058
N: 2.2855 -0.4072 -1.3923
N: 0.3663 -1.7385 0.7373
C: -0.4643 3.5202 1.0397
C: -0.0116 -2.7531 -0.0487
C: 1.9048 -4.0474 0.5509
C: 2.0113 3.4193 1.1373
C: 1.4912 -1.8693 1.4450
C: 0.8955 3.9066 -0.9868
C: -0.3860 2.0001 0.8517
C: 0.7416 -3.9154 -0.1767
C: 1.9907 1.9293 0.7044
C: 2.2644 -3.0075 1.3948
C: 0.7399 2.4044 -1.2611
H: 2.0475 1.2914 1.5864
H: -0.9549 -2.6293 -0.5683
H: 1.5425 2.0232 -1.8906
H: -1.3126 1.6596 0.3943
H: 0.0608 4.4610 -1.4182
H: -0.2119 2.2293 -1.7597
H: -0.5444 3.8321 2.0805
H: -0.2741 1.4732 1.8011
H: 2.5392 -4.9169 0.4538
H: -1.2795 3.9419 0.4469
H: 1.7819 -1.0276 2.0620
H: 1.9153 3.5490 2.2154
H: 1.8544 4.3164 -1.3088
H: 0.4274 -4.6833 -0.8688
H: 2.9025 3.9439 0.7932
H: 0.8537 5.0838 0.7116
H: 2.8277 1.6869 0.0515

Atomic partial charges in e from the natural (NBO) method, atoms 1 to 8: 0.04 0.64 0.77 -0.39 -0.88 -0.84 1.33 -0.39

(4)
# C11H17AsF6N4O4SZn

A molecular structure, C11H17AsF6N4O4SZn in a non-equilibrium geometry (wB97M-V/def2-TZVPD, OMol25).

Properties
LUMO level (alpha / beta) in eV: -3.94 / -8.52
Expectation value of S²: 0.753
Spin multiplicity: 2
Total energy in eV: -162228.6850
Charge: +1
HOMO level (alpha / beta) in eV: -13.14 / -13.14

Cartesian coordinates (Å):
As: -2.1967 3.2593 -2.6362
Zn: -1.3263 -0.3747 -1.6192
S: 0.9776 -0.2233 -2.5085
F: -2.8511 2.4900 -3.9993
F: -3.6081 2.9271 -1.7505
F: -1.3935 3.5940 -1.1536
F: -2.5380 4.8461 -3.0529
F: -1.7177 1.3647 -2.0968
F: -0.6408 3.1659 -3.3599
O: -2.0455 -2.1150 -1.9322
O: -2.9969 -3.3407 3.6773
O: -3.4858 -4.3869 1.7644
O: -2.9307 -3.8377 -0.7984
N: 1.8215 1.7092 -0.9448
N: -2.0658 -1.1088 2.4095
N: 2.0398 -0.4369 -0.0859
N: -1.5966 -0.7098 0.3355
C: -2.1667 -1.9702 0.4174
C: 2.3623 2.4329 0.2202
C: -3.0150 -3.3899 2.4739
C: 3.8851 2.4785 0.2253
C: 1.9402 -1.9094 -0.1753
C: -2.4169 -2.7350 -0.8547
C: -1.5621 -0.2019 1.5566
C: -2.4547 -2.2291 1.7193
C: -1.0640 1.1500 1.9295
C: 3.2794 -2.5612 0.1133
C: 1.6963 0.4045 -1.0295
H: 4.3329 1.4862 0.3119
H: -1.7863 1.6662 2.5619
H: -3.3430 -4.2648 0.7826
H: 3.1883 -3.6425 0.0194
H: 1.5514 2.2614 -1.7502
H: -0.1267 1.0858 2.4875
H: 1.9515 3.4378 0.1729
H: -0.9200 1.7485 1.0302
H: 1.9697 1.9686 1.1265
H: -2.1784 -1.0153 3.4105
H: 1.5964 -2.1691 -1.1827
H: 2.5256 -0.0706 0.7227
H: 3.6074 -2.3391 1.1308
H: 4.2600 2.9467 -0.6840
H: 4.2180 3.0756 1.0742
H: 1.1798 -2.2462 0.5283
H: 4.0438 -2.2207 -0.5868

Atomic partial charges in e from the natural (NBO) method, atoms 1 to 8: 2.87 1.68 0.31 -0.59 -0.59 -0.62 -0.58 -0.80

(5)
# C11H17BBrF4GeN2V

A molecular structure, C11H17BBrF4GeN2V in a non-equilibrium geometry (wB97M-V/def2-TZVPD, OMol25).

Properties
LUMO level (alpha / beta) in eV: -4.10 / -3.42
Expectation value of S²: 1.020
Spin multiplicity: 2
Total energy in eV: -178454.8511
Charge: +1
HOMO level (alpha / beta) in eV: -12.60 / -12.60

Cartesian coordinates (Å):
Br: 5.6163 1.3688 -0.6804
Ge: -1.6968 -0.8099 -1.2264
V: 0.0002 0.4808 0.7388
F: 1.7886 -0.0646 2.2404
F: 0.8795 0.7973 4.1515
F: 0.4287 1.7902 2.0083
F: 2.5493 1.9325 3.0522
N: 1.5248 1.2158 -0.6302
N: -0.9258 -0.7086 2.2365
C: 3.4666 2.2004 -2.3591
C: 0.0928 -1.6387 -1.0064
C: -2.0807 -0.3261 -3.0727
C: -1.4565 -1.3084 3.0533
C: -3.0766 -1.9303 -0.4316
C: 3.8188 1.5784 -1.1724
C: 1.1824 1.8236 -1.7788
C: 2.8252 1.1037 -0.3301
C: 2.1188 2.3235 -2.6599
C: -1.4755 0.8604 -0.1876
C: -2.1043 -2.0369 4.1168
B: 1.4884 1.1115 2.9902
H: 0.4751 -1.6685 0.0320
H: -2.6985 -1.3409 4.7080
H: -2.2633 -1.2258 -3.6589
H: 0.8444 -1.1720 -1.6389
H: -3.3027 -2.7605 -1.1003
H: -3.9904 -1.3623 -0.2683
H: -1.3437 -2.4945 4.7478
H: -2.9733 0.2962 -3.1110
H: -2.7398 -2.3369 0.5207
H: -2.2170 1.6561 -0.2065
H: 3.0804 0.6267 0.6050
H: 0.1234 1.9103 -1.9769
H: 1.7946 2.8089 -3.5688
H: 4.2267 2.5806 -3.0271
H: 0.0242 -2.6918 -1.2783
H: -1.2545 0.2180 -3.5272
H: -2.7499 -2.8067 3.6962

Atomic partial charges in e from the Löwdin method, atoms 1 to 8: 0.84 0.76 0.85 0.07 0.22 -0.07 0.23 -0.02

(6)
# C11H17BN6Ti

A molecular structure, C11H17BN6Ti in a non-equilibrium geometry (wB97M-V/def2-TZVPD, OMol25).

Properties
LUMO level in eV: -10.40
Spin multiplicity: 1
Total energy in eV: -44395.7034
Charge: +2
HOMO level in eV: -13.73

Cartesian coordinates (Å):
Ti: -2.9563 0.2166 -0.2507
N: -1.8860 -0.4742 -1.7023
N: -1.8056 -2.4463 0.4646
N: -1.4599 -1.7634 -1.9273
N: 0.6600 -2.9676 -0.6581
N: 1.5479 -1.9616 -0.3330
N: -2.2180 -1.1867 0.8264
C: 3.4261 1.9126 -0.4521
C: -3.0431 -1.2983 1.9362
C: -2.2436 -0.9583 -3.8579
C: -2.3180 0.0506 -2.9079
C: 2.7140 -3.8904 -0.5663
C: -1.7538 -2.0884 -3.2058
C: 2.7755 -2.5051 -0.2605
C: 1.3616 -4.1363 -0.8133
C: -2.4566 -3.3398 1.2419
C: -3.1871 -2.6515 2.2079
C: -2.0250 1.8536 0.3435
B: -0.9340 -2.7578 -0.8168
H: -1.2740 -3.8940 -1.1818
H: -2.4973 -0.8738 -4.8979
H: -3.3528 -0.4312 2.4989
H: -1.6769 1.6434 1.3655
H: -3.7377 -3.0732 3.0259
H: 0.8492 -5.0480 -1.0898
H: -1.2031 1.9554 -0.3776
H: 4.0962 2.2199 0.2821
H: -1.6003 -3.0947 -3.5711
H: 3.9423 1.2999 -1.2025
H: -2.3701 -4.4002 1.0644
H: 2.9881 2.7867 -0.9520
H: 3.5298 -4.5916 -0.5939
H: 3.6544 -1.9336 0.0019
H: 2.6199 1.3132 -0.0088
H: -2.6970 2.7274 0.3081
H: -2.5563 1.0975 -3.0094

Atomic partial charges in e from the natural (NBO) method, atoms 1 to 8: 1.88 -0.39 -0.26 -0.27 -0.39 -0.32 -0.38 -0.85